Record 1
{
  "formula": "C6H18NO",
  "method": "ωB97M-V/def2-TZVPD",
  "elements": ["C", "C", "C", "C", "C", "C", "N", "H", "H", "H", "H", "H", "H", "H", "H", "H", "H", "H", "H", "H", "H", "H", "H", "H", "H", "O"],
  "xyz": [[-1.3064, -2.3670, 1.2356], [-0.0911, -1.6234, 0.5402], [-0.2905, -0.8471, -0.7883], [1.0772, -0.9225, -1.5605], [-0.8779, 0.5807, -0.7425], [-0.5672, 1.4964, -1.9222], [0.8050, -0.8494, 1.3483], [-1.6926, -3.1922, 0.6020], [-0.9336, -2.5953, 2.2363], [-2.2047, -1.7083, 1.2957], [0.5618, -2.5848, 0.1012], [-1.0672, -1.4931, -1.2756], [1.5913, 0.0263, -1.2070], [1.7819, -1.6488, -1.1045], [1.0005, -0.9076, -2.6643], [-1.9483, 0.5484, -0.4904], [-0.4619, 1.0141, 0.2140], [-1.1252, 2.4208, -1.9103], [0.4926, 1.5604, -2.0672], [-0.8250, 1.0520, -2.9047], [-0.6323, 1.3228, 2.6826], [3.1216, 5.9725, 1.5141], [1.2425, -1.4308, 2.0922], [3.0557, 5.5018, 0.9288], [0.2117, -0.0099, 1.8392], [-0.9181, 0.6841, 2.0073]],
  "lowdin_charge": [0.03, -0.36, -0.31, -0.04, -0.21, -0.08, 0.25, 0.11, 0.09, 0.11, 0.24, 0.16, 0.10, 0.08, 0.11, 0.12, 0.10, 0.09, 0.06, 0.10, 0.08, 0.00, 0.15, 0.00, 0.05, -0.03],
  "lumo_ha": -0.343,
  "total_charge": 1,
  "de_lowest_kj_mol": 865.33,
  "orbital_gap_ha": 0.18647,
  "homo_energy_ev": -14.39
}

=====

Record 2
{
  "formula": "C2H8O3",
  "method": "ωB97M-V/def2-TZVPD",
  "elements": ["C", "C", "O", "H", "H", "H", "H", "O", "H", "H", "O", "H", "H"],
  "xyz": [[-0.9713, -1.0697, -0.1750], [0.1728, -0.6270, -0.6771], [1.0211, 0.2316, -0.0342], [-1.5990, -1.7001, -0.7757], [-1.1825, -1.0288, 0.8822], [0.4298, -0.7795, -1.7193], [0.6091, 0.4361, 0.8147], [4.1029, -0.1579, 1.7472], [3.8431, -0.1955, 0.8193], [3.3301, -0.3917, 2.2654], [-2.9897, 1.5040, -0.8895], [-3.8268, 1.8151, -0.5220], [-2.9397, 1.9635, -1.7359]],
  "lowdin_charge": [-0.01, -0.28, -0.02, 0.05, 0.06, 0.11, 0.10, -0.06, 0.03, 0.02, -0.06, 0.03, 0.03],
  "lumo_ha": 0.025,
  "smiles": "C=CO.O.O",
  "de_lowest_kj_mol": 85.68,
  "orbital_gap_ha": 0.35893,
  "homo_energy_ev": -9.08
}